1.
28
Properties=species:S:1:pos:R:3:lowdin_spin:R:1 method="wB97M-V/def2-TZVPD" charge=+1 homo_energy_ev="-10.71 / -10.80" multiplicity=2
C -0.65963 2.12085 -0.24528 -0.0004
O 0.44927 1.31147 0.13202 -0.0018
H -0.94598 1.82164 -1.26148 0.0000
H -1.48638 1.93442 0.45165 -0.0001
H -0.37139 3.18179 -0.23104 0.0000
C 1.49374 -1.99802 -1.76557 0.6774
O 1.49828 -0.87252 -0.98509 0.1832
C 1.82780 0.36612 -1.63861 0.0270
C 1.74364 1.46623 -0.60256 0.0006
O -0.09500 -0.93034 2.68556 0.0024
C -1.22483 -1.71941 2.89284 0.0001
C -2.28890 -1.44243 1.83516 0.0003
O -1.63557 -1.44287 0.55625 0.0044
C -2.49557 -1.29766 -0.56329 0.0022
H 1.79018 -2.92452 -1.27220 0.0417
H 0.82344 -1.92993 -2.61983 0.0432
H 1.10621 0.52842 -2.45267 0.0016
H 2.84066 0.29308 -2.05509 0.0045
H 2.65116 1.44330 0.01359 0.0000
H 1.78129 2.49252 -0.99159 0.0006
H -1.68576 -1.53041 3.88072 0.0000
H -0.98315 -2.80141 2.86688 0.0001
H -2.73973 -0.44629 1.98578 0.0001
H -3.08386 -2.20338 1.83405 0.0000
H -1.87864 -1.09861 -1.44604 0.0015
H -3.06846 -2.22197 -0.71849 0.0000
H -3.20421 -0.47216 -0.40348 0.0000
Pb 0.31669 -0.66325 0.80741 0.0112

---

2.
40
Properties=species:S:1:pos:R:3:mulliken_charge:R:1 method="wB97M-V/def2-TZVPD" charge=+3 homo_energy_ev="-18.96 / -18.96" relative_energy_kcal_mol=69.90 multiplicity=1
W -1.18278 -1.44999 0.41917 2.1046
N 0.60364 -2.80396 0.41326 -0.5286
C 0.97678 -3.28493 1.76308 -0.4355
C -0.25818 -3.11323 2.60767 0.4440
O -0.41712 -2.97017 3.75096 -0.3272
N -1.47277 -2.99048 1.62890 -0.2440
C -2.77653 -2.89231 2.34193 -0.5715
C -3.00106 -1.52530 1.72672 0.7655
O -2.15919 -0.61608 2.04898 -0.3239
O -3.24385 -1.53169 0.45879 -0.4241
H 0.39883 -3.59823 -0.19655 0.3736
H 1.37425 -2.30150 -0.03162 0.3850
H 1.78997 -2.68857 2.17477 0.3462
H 1.25592 -4.34041 1.76647 0.4270
H -2.65482 -2.90795 3.42230 0.3831
H -3.48114 -3.63723 1.97257 0.3314
C -2.30305 -1.76578 -2.59567 -0.5171
O -1.70079 -2.38521 -1.33890 -0.5502
H -3.37943 -1.88753 -2.52216 0.3401
H -1.86351 -2.30808 -3.42655 0.2885
H -2.00143 -0.72499 -2.58070 0.2596
H -2.10957 -3.25806 -1.20411 0.4152
C 3.05816 5.53772 -1.27034 -1.4129
C 2.29215 4.29695 -1.00156 0.8544
C 0.90891 4.23013 -1.25717 -0.9867
C 0.18956 3.09534 -0.99178 -0.3228
C 0.88791 1.98854 -0.45328 0.4610
C 2.27454 2.01584 -0.18107 -0.4203
C 2.95082 3.16967 -0.45689 -1.0157
S 0.00390 0.62549 -0.16369 1.6627
O -1.47870 0.71740 -0.15874 -0.5364
O 0.13624 -0.65684 -1.03750 -0.6035
O 0.25461 -0.14792 1.15826 -0.6014
H 3.29088 6.02342 -0.31593 0.3630
H 2.50321 6.24279 -1.88318 0.3950
H 4.01573 5.31118 -1.74097 0.4075
H 0.40207 5.09455 -1.66529 0.4083
H -0.87650 3.05144 -1.17341 0.5015
H 2.78057 1.15899 0.24434 0.4467
H 4.01177 3.22699 -0.25114 0.4580

---

3.
15
Properties=species:S:1:pos:R:3:lowdin_spin:R:1 method="wB97M-V/def2-TZVPD" charge=-1 homo_energy_ev="0.54 / -3.12" relative_energy_kcal_mol=20.79 multiplicity=2
C 0.21703 -0.05969 -2.36170 0.0129
C -0.81451 -0.93573 -0.16542 0.2531
C -0.14507 0.08194 -0.90990 0.0857
C 0.39810 1.19210 -0.18805 0.1031
C 0.33482 1.11759 1.23951 0.2827
C 0.12707 -0.12227 1.89468 0.0897
C -0.38284 -1.16430 1.17699 0.0995
H 1.26382 0.13099 -2.55763 0.0060
H -0.20088 -1.00716 -2.69770 0.0017
H -0.21592 0.75355 -2.98225 0.0004
H -1.24747 -1.80150 -0.65316 0.0219
H 0.96121 1.81844 -0.87445 0.0066
H 1.02720 1.86913 1.62517 0.0181
H 0.74642 -0.44827 2.75502 0.0107
H -0.36853 -2.19655 1.53537 0.0080

---

4.
10
Properties=species:S:1:pos:R:3:mulliken_charge:R:1 method="wB97M-V/def2-TZVPD" homo_energy_ev=-9.87 relative_energy_kcal_mol=17.33 multiplicity=1
C 0.39544 0.81694 -1.30836 -0.3057
N 0.22450 -0.37608 -0.90545 -0.4136
O -1.73825 -2.32117 -0.18252 -0.4298
O -0.44262 -1.23243 1.58840 -0.5455
S -1.42223 -1.09882 0.47682 0.7961
I 0.76338 1.74061 1.89008 -0.1341
H 1.38624 1.40304 -1.33818 0.2872
H 0.17544 0.33610 1.86925 0.1493
H -0.44024 1.45635 -1.60891 0.2747
H 1.09835 -0.72452 -0.48112 0.3215

---

5.
47
Properties=species:S:1:pos:R:3:mulliken_charge:R:1 method="wB97M-V/def2-TZVPD" charge=-1 homo_energy_ev=-5.19 relative_energy_kcal_mol=51.89 multiplicity=1
N 1.34717 -0.75499 1.15092 0.0929
H 1.73727 -0.07708 1.78995 0.3281
H 1.73033 -1.68568 1.23511 0.3744
H 1.55204 -0.37090 0.23954 0.2569
H 0.35092 -0.77145 1.31618 -0.1858
O -2.14857 6.33741 -1.80272 -0.6108
C -1.90309 5.18409 -2.14883 0.6091
O -0.65205 4.65537 -2.14855 -0.4319
B -0.75925 3.26092 -2.53174 1.1010
O -2.15048 2.98651 -2.78908 -0.4710
C -2.83293 4.07666 -2.65795 0.5871
O -4.07119 4.12783 -2.73033 -0.6521
O 0.02339 2.98941 -3.75095 -0.5669
C 0.92931 2.08339 -3.50354 0.4520
O 1.93239 1.87933 -4.16603 -0.6071
C 0.78973 1.71146 -2.00637 0.5676
O -0.22117 2.37555 -1.46727 -0.4170
O 1.55465 1.05489 -1.31496 -0.6778
O 0.40106 0.87653 4.46015 -0.4015
C 0.96554 1.89182 3.76859 0.6340
O 0.95026 3.01048 4.32188 -0.7657
O 1.31039 1.76161 2.58680 -0.7041
H 0.47545 1.29851 5.31922 0.2814
Br -1.88799 0.52408 1.16065 0.0267
C -3.87795 0.39615 1.53405 -0.7434
C -4.67384 -0.73633 0.67724 -0.5625
Br -3.74189 -2.47058 0.45903 -0.1670
H -4.35427 1.35746 1.34137 0.4265
H -4.04715 0.33115 2.60887 0.3656
H -4.92188 -0.33461 -0.30520 0.3379
H -5.69643 -0.75978 1.05388 0.4351
Br 6.64337 -0.25913 -4.05915 -0.1640
C 5.55886 -1.54913 -3.10192 -0.4893
C 4.48150 -0.79411 -2.34966 -0.5946
Br 3.69948 -1.86879 -0.93031 -0.1830
H 6.24605 -1.88732 -2.32635 0.3248
H 5.22053 -2.34652 -3.76358 0.3732
H 3.70734 -0.53225 -3.07092 0.3449
H 4.84071 0.17355 -1.99938 0.4019
Br 1.17741 -4.81159 2.05593 -0.1445
C -0.80054 -5.12274 1.94069 -0.5107
C -1.60448 -4.49984 3.07063 -0.6478
Br -1.34517 -2.48169 2.96335 -0.0264
H -0.97064 -6.19934 1.95010 0.3701
H -1.12145 -4.76487 0.96240 0.3078
H -1.15648 -4.79525 4.01938 0.3697
H -2.68608 -4.47036 2.93881 0.3559